Record 1
DFT (ωB97M-V/def2-TZVPD) results for a single C19H28N4S molecule.

Computed properties:
SMILES string ... S=C(NN=C1CCN(Cc2ccccc2)CC1)NC1CCCCC1
Maximum force ... 0.8 eV/Å
Gap between HOMO and LUMO ... 8.63 eV
Total charge ... 0
LUMO ... 0.0245 Ha
Energy ... -36953.2776 eV
HOMO level ... -7.966 eV

The geometry in XYZ format:
```
52
Properties=species:S:1:pos:R:3:forces:R:3:nbo_charge:R:1
S -3.52851 -2.42009 1.20538 -0.390 -0.493 0.391 -0.293
C -2.54826 -1.36040 0.40242 -0.045 0.258 -0.188 0.295
N -1.22117 -1.65945 0.28966 0.508 -0.501 0.237 -0.446
N -0.37273 -0.81533 -0.33135 0.014 0.611 -0.390 -0.274
C 0.87726 -1.03497 -0.39757 -0.182 -0.108 0.067 0.264
C 1.73002 -0.05996 -1.14813 0.181 0.056 -0.130 -0.458
C 2.83780 -0.84903 -1.85425 -0.243 0.074 -0.204 -0.217
N 3.72867 -1.53403 -0.93146 0.011 -0.141 0.107 -0.443
C 5.04589 -0.93199 -0.76600 -0.030 -0.080 -0.068 -0.248
C 5.04271 0.42140 -0.09510 0.054 -0.049 0.022 0.043
C 5.14992 0.52384 1.28813 0.053 0.025 -0.068 -0.247
C 5.05787 1.75344 1.91722 -0.003 0.021 0.115 -0.205
C 4.86548 2.90286 1.17064 -0.008 0.069 0.044 -0.218
C 4.78329 2.81700 -0.20876 -0.036 0.093 -0.057 -0.196
C 4.87172 1.58639 -0.83491 0.046 -0.029 0.002 -0.251
C 3.09913 -1.87212 0.33508 0.086 -0.136 0.151 -0.214
C 1.62382 -2.21730 0.16097 -0.061 -0.054 0.106 -0.500
N -2.94247 -0.21944 -0.17268 0.547 -0.114 -0.034 -0.590
C -4.27274 0.33208 -0.08742 -0.166 0.252 -0.016 -0.060
C -4.31908 1.48702 0.91780 -0.240 -0.309 0.088 -0.403
C -5.72955 2.06168 0.99769 0.194 0.259 -0.114 -0.398
C -6.19290 2.53505 -0.37646 -0.236 -0.217 0.108 -0.396
C -6.14441 1.38539 -1.37814 0.205 0.273 -0.095 -0.396
C -4.73438 0.80869 -1.46405 -0.214 -0.274 0.147 -0.400
H -0.91652 -2.52834 0.71939 -0.153 0.218 -0.090 0.398
H 1.12376 0.49642 -1.86241 -0.026 0.001 0.034 0.233
H 2.17995 0.65717 -0.45479 0.015 0.028 -0.005 0.226
H 3.41930 -0.18911 -2.49740 -0.011 -0.050 -0.024 0.205
H 2.36946 -1.60557 -2.49801 -0.001 0.180 -0.079 0.191
H 5.64140 -1.63475 -0.17534 0.070 0.058 -0.059 0.202
H 5.49397 -0.85820 -1.76045 0.067 -0.012 0.086 0.205
H 5.32345 -0.36603 1.87732 -0.002 -0.098 0.042 0.211
H 5.13917 1.81381 2.99280 0.012 0.011 0.080 0.215
H 4.79138 3.86252 1.66032 0.001 0.073 0.037 0.215
H 4.65156 3.71169 -0.79977 -0.005 0.072 -0.042 0.213
H 4.81813 1.53511 -1.91326 0.003 -0.024 -0.110 0.208
H 3.16979 -1.04810 1.06463 -0.025 -0.119 -0.036 0.177
H 3.63569 -2.73287 0.75065 -0.079 0.108 0.103 0.204
H 1.52000 -3.06747 -0.52067 -0.038 -0.057 0.031 0.234
H 1.21410 -2.51272 1.13109 0.004 -0.047 -0.042 0.227
H -2.20612 0.34012 -0.58420 -0.031 -0.041 -0.006 0.417
H -4.92271 -0.47696 0.26277 0.071 0.137 -0.072 0.238
H -4.00391 1.12383 1.89771 0.092 -0.010 -0.010 0.221
H -3.61975 2.26603 0.60237 0.083 0.046 -0.011 0.190
H -6.41034 1.29117 1.36480 -0.066 -0.023 0.075 0.199
H -5.74921 2.89218 1.70602 -0.059 -0.044 0.065 0.209
H -5.54395 3.34421 -0.72011 0.007 0.086 -0.027 0.191
H -7.20948 2.92699 -0.31074 0.005 0.092 -0.030 0.208
H -6.83498 0.60090 -1.06233 -0.077 -0.053 -0.029 0.199
H -6.46016 1.73405 -2.36337 -0.066 -0.068 -0.011 0.208
H -4.71081 -0.02675 -2.16612 0.089 -0.003 -0.021 0.217
H -4.04594 1.57664 -1.82695 0.076 0.049 -0.070 0.189
```
Forces are in eV/Å.


Record 2
DFT (ωB97M-V/def2-TZVPD) results for a single C19H28N8O2 molecule.

Computed properties:
SMILES string ... Cc1cncc(C(=O)N[C@@H](C)CCNC(=O)[C@@H]2CCCN2Cc2nnn(C)n2)c1
Maximum force ... 0.4 eV/Å
Gap between HOMO and LUMO ... 9.48 eV
Total charge ... 0
LUMO ... 0.0188 Ha
Energy ... -36173.8240 eV
Relative energy (zero: lowest compared OMol25 entry of this formula, charge and spin) ... 11.89 kcal per mole
HOMO level ... -8.970 eV

The geometry in XYZ format:
```
57
Properties=species:S:1:pos:R:3:forces:R:3:nbo_charge:R:1
C 2.29590 -1.48241 -3.93821 -0.006 -0.010 0.011 -0.637
C 2.40891 -0.28282 -3.03974 0.008 0.000 -0.001 -0.050
C 3.61773 0.38199 -2.86303 -0.004 0.006 -0.002 0.047
N 3.77982 1.45477 -2.09337 0.009 -0.008 -0.001 -0.409
C 2.71482 1.90912 -1.44352 -0.011 0.004 0.006 0.068
C 1.45521 1.32483 -1.53421 0.014 -0.008 -0.005 -0.188
C 0.35294 1.92041 -0.71149 0.003 -0.007 -0.022 0.676
O 0.59476 2.77430 0.13162 0.000 0.012 -0.001 -0.656
N -0.90790 1.46213 -0.91360 0.001 0.005 0.049 -0.626
C -2.02633 2.06098 -0.18475 -0.015 0.010 -0.008 -0.054
C -2.41974 3.39820 -0.80351 -0.009 -0.001 0.011 -0.612
C -3.21862 1.11334 -0.11212 0.013 0.007 0.023 -0.420
C -2.99094 -0.19887 0.64745 0.074 -0.223 0.202 -0.226
N -2.62127 -1.31716 -0.22677 -0.125 0.141 -0.349 -0.617
C -1.35532 -1.57530 -0.66825 0.163 0.358 -0.016 0.709
O -1.13994 -1.76975 -1.85859 -0.051 -0.339 0.057 -0.657
C -0.20657 -1.60177 0.34233 -0.041 0.001 0.047 -0.184
C 0.85299 -2.63632 -0.05884 -0.018 -0.024 -0.009 -0.412
C 0.29449 -3.94279 0.53074 0.000 0.033 -0.013 -0.441
C -0.74411 -3.47660 1.58656 0.006 0.005 0.009 -0.230
N -0.66300 -2.00932 1.66859 -0.017 -0.006 0.080 -0.429
C 0.24465 -1.57042 2.72768 -0.007 -0.023 0.003 -0.259
C 0.25202 -0.08645 2.88343 0.012 0.007 -0.019 0.267
N -0.82330 0.65053 3.22711 0.004 0.018 -0.004 -0.292
N -0.41198 1.88856 3.28152 -0.004 -0.004 0.002 -0.038
N 0.86175 1.87081 2.98272 -0.005 -0.002 -0.001 0.026
C 1.67178 3.07137 2.93055 0.016 -0.009 0.017 -0.415
N 1.32956 0.66717 2.72019 -0.010 -0.010 -0.004 -0.262
C 1.31023 0.21273 -2.35317 -0.012 0.002 -0.005 -0.164
H 2.20394 -1.17988 -4.98314 -0.001 0.001 -0.001 0.224
H 3.17586 -2.12099 -3.85701 0.002 0.004 -0.002 0.220
H 1.41531 -2.07287 -3.68486 0.000 0.002 -0.001 0.229
H 4.50807 0.02273 -3.37145 0.001 0.001 0.001 0.188
H 2.85187 2.77873 -0.81350 -0.002 0.000 -0.001 0.210
H -1.10015 0.86165 -1.69972 0.000 0.014 -0.023 0.407
H -1.66307 2.23801 0.82933 -0.001 0.004 -0.004 0.228
H -3.18763 3.88552 -0.20087 -0.002 0.000 -0.005 0.212
H -1.55580 4.05887 -0.85538 0.004 -0.002 -0.002 0.229
H -2.81539 3.25354 -1.81178 0.005 0.001 -0.003 0.200
H -4.01962 1.66388 0.38587 0.003 0.004 0.007 0.224
H -3.58648 0.90278 -1.12449 -0.009 -0.007 0.004 0.194
H -2.23182 -0.08542 1.41660 -0.002 0.004 0.009 0.248
H -3.90749 -0.48601 1.16375 -0.006 0.007 -0.004 0.204
H -3.25230 -1.40029 -1.01622 0.000 -0.004 0.003 0.383
H 0.20046 -0.58837 0.37777 -0.010 0.005 -0.002 0.249
H 1.00109 -2.67747 -1.13465 -0.001 0.000 -0.006 0.238
H 1.80176 -2.36485 0.40555 0.011 -0.010 -0.021 0.209
H -0.19579 -4.53477 -0.24219 0.011 -0.001 -0.005 0.215
H 1.07769 -4.56334 0.96447 0.006 0.022 0.015 0.213
H -1.75304 -3.75146 1.27498 0.001 0.013 -0.017 0.206
H -0.57630 -3.91163 2.57111 -0.009 0.005 0.003 0.203
H -0.11065 -2.01118 3.66000 0.009 0.003 0.006 0.225
H 1.28399 -1.89554 2.58066 0.001 0.002 0.000 0.191
H 2.04502 3.19729 1.91934 -0.004 -0.005 -0.003 0.250
H 1.02624 3.90306 3.19391 0.001 -0.008 0.001 0.233
H 2.48840 2.97885 3.64247 0.002 0.010 0.000 0.214
H 0.36730 -0.31209 -2.44787 0.004 0.000 -0.003 0.237
```
Forces are in eV/Å.


Record 3
DFT (ωB97M-V/def2-TZVPD) results for a single C19H28N8O2 molecule.

Computed properties:
SMILES string ... Cc1cncc(C(=O)N[C@@H](C)CCNC(=O)[C@@H]2CCCN2Cc2nnn(C)n2)c1
Maximum force ... 0.1 eV/Å
Gap between HOMO and LUMO ... 9.73 eV
Total charge ... 0
LUMO ... 0.0208 Ha
Energy ... -36173.1923 eV
Relative energy (zero: lowest compared OMol25 entry of this formula, charge and spin) ... 26.46 kcal per mole
HOMO level ... -9.166 eV

The geometry in XYZ format:
```
57
Properties=species:S:1:pos:R:3:forces:R:3:nbo_charge:R:1
C 0.68254 4.67993 -0.08248 0.001 -0.001 -0.001 -0.636
C 1.49406 3.70972 -0.89483 0.002 0.000 -0.002 -0.048
C 2.04126 4.07586 -2.12230 0.000 0.004 -0.002 0.045
N 2.77513 3.27488 -2.88686 0.002 -0.001 0.000 -0.411
C 2.99437 2.03863 -2.44767 -0.001 0.004 -0.004 0.064
C 2.49764 1.55544 -1.24386 -0.002 -0.007 -0.006 -0.181
C 2.76826 0.11871 -0.90022 0.019 0.014 0.023 0.674
O 3.21592 -0.65947 -1.73389 -0.009 -0.004 -0.007 -0.655
N 2.47084 -0.26331 0.35806 -0.003 0.001 -0.011 -0.624
C 2.41755 -1.66983 0.74172 -0.005 -0.011 0.006 -0.048
C 3.80393 -2.19802 1.08411 0.001 0.000 0.005 -0.609
C 1.44442 -1.82443 1.90638 -0.001 -0.003 -0.003 -0.400
C -0.00260 -1.44677 1.59788 -0.046 -0.007 -0.060 -0.218
N -0.15971 0.00184 1.36302 0.061 0.041 0.050 -0.752
C -1.27034 0.64306 1.99901 -0.007 -0.065 0.066 0.727
O -1.11018 1.64982 2.63650 -0.010 0.046 -0.070 -0.524
C -2.67748 0.06542 1.81910 0.000 -0.007 0.001 -0.165
C -3.12412 -0.92740 2.92345 -0.006 -0.002 -0.001 -0.400
C -3.50431 -2.21077 2.16542 -0.007 -0.001 0.000 -0.407
C -3.79924 -1.71355 0.75765 0.009 0.002 -0.004 -0.215
N -2.79125 -0.68023 0.57891 0.006 -0.007 0.005 -0.439
C -2.90835 0.13282 -0.61855 -0.005 0.009 0.000 -0.263
C -2.13689 -0.45121 -1.75404 0.027 -0.015 0.005 0.280
N -2.65975 -1.20328 -2.73696 -0.017 0.022 0.000 -0.282
N -1.66059 -1.52924 -3.51391 0.006 -0.002 -0.006 -0.035
N -0.58969 -0.98696 -2.99337 -0.004 -0.009 0.000 0.025
C 0.72164 -1.09908 -3.60713 0.001 -0.007 0.004 -0.423
N -0.82586 -0.30179 -1.89064 -0.013 0.008 0.000 -0.295
C 1.73632 2.41648 -0.46043 -0.001 0.000 0.002 -0.158
H 1.32229 5.44005 0.36947 0.000 -0.001 0.001 0.225
H -0.05056 5.19626 -0.70302 0.000 0.001 0.000 0.221
H 0.15308 4.16952 0.72177 -0.001 0.001 0.000 0.227
H 1.87032 5.07672 -2.50888 -0.002 0.000 0.002 0.189
H 3.58939 1.38576 -3.07436 0.001 -0.003 0.003 0.214
H 1.98853 0.37892 0.96551 -0.003 0.002 0.001 0.423
H 2.03717 -2.22785 -0.12093 0.003 0.005 -0.003 0.200
H 3.76190 -3.26446 1.31218 0.001 0.001 -0.001 0.207
H 4.47838 -2.04914 0.24258 0.000 0.000 -0.001 0.233
H 4.20575 -1.67291 1.95301 -0.001 -0.001 0.001 0.204
H 1.46594 -2.87099 2.22137 0.000 0.000 0.000 0.216
H 1.79876 -1.22984 2.75514 0.000 0.003 -0.002 0.205
H -0.37096 -2.02029 0.74256 -0.004 0.000 0.000 0.200
H -0.61597 -1.73225 2.45292 0.004 -0.003 0.005 0.196
H -0.20866 0.17629 0.36037 0.000 -0.002 0.001 0.414
H -3.34034 0.94158 1.84107 0.002 0.000 0.006 0.203
H -2.35317 -1.09392 3.67468 -0.001 0.000 0.001 0.217
H -3.98685 -0.51601 3.44480 0.001 0.002 0.001 0.221
H -2.66662 -2.90824 2.13686 0.005 0.004 -0.001 0.206
H -4.35212 -2.72228 2.61808 0.000 -0.002 -0.002 0.220
H -3.70217 -2.48328 -0.00901 0.000 -0.002 0.001 0.215
H -4.81941 -1.29941 0.69132 0.000 0.003 0.004 0.162
H -3.95393 0.26412 -0.92499 0.001 -0.007 -0.008 0.210
H -2.50313 1.12700 -0.41631 -0.003 -0.003 0.003 0.218
H 1.10435 -0.10236 -3.81287 -0.002 0.002 -0.006 0.229
H 1.40798 -1.60337 -2.93323 0.002 0.004 0.000 0.247
H 0.59311 -1.65870 -4.52777 -0.002 0.000 0.001 0.233
H 1.30345 2.10181 0.48367 0.000 -0.004 0.000 0.216
```
Forces are in eV/Å.


Record 4
DFT (ωB97M-V/def2-TZVPD) results for a single C19H28N8O2 molecule.

Computed properties:
SMILES string ... Cc1cncc(C(=O)N[C@@H](C)CCNC(=O)[C@@H]2CCCN2Cc2nnn(C)n2)c1
Maximum force ... 0.6 eV/Å
Gap between HOMO and LUMO ... 9.56 eV
Total charge ... 0
LUMO ... 0.0251 Ha
Energy ... -36173.7753 eV
Relative energy (zero: lowest compared OMol25 entry of this formula, charge and spin) ... 13.01 kcal per mole
HOMO level ... -8.872 eV

The geometry in XYZ format:
```
57
Properties=species:S:1:pos:R:3:forces:R:3:nbo_charge:R:1
C 2.40227 -0.30963 -4.39093 0.000 0.008 -0.010 -0.633
C 2.47370 0.22517 -2.98996 0.018 0.005 0.019 -0.054
C 3.60995 0.07586 -2.20527 -0.014 -0.013 0.006 0.047
N 3.72275 0.51061 -0.95060 -0.006 -0.004 0.001 -0.416
C 2.67410 1.12513 -0.42028 0.000 0.020 -0.002 0.069
C 1.47903 1.32977 -1.10739 0.015 -0.013 -0.015 -0.193
C 0.34540 1.96118 -0.35964 0.021 -0.009 0.011 0.672
O 0.54435 2.69834 0.59755 -0.004 -0.003 -0.016 -0.659
N -0.89855 1.60635 -0.75180 -0.046 0.013 -0.034 -0.627
C -2.08217 2.04731 -0.02080 -0.001 -0.008 0.016 -0.055
C -2.49983 3.44763 -0.45262 -0.006 -0.010 -0.016 -0.609
C -3.21803 1.04204 -0.18720 -0.002 -0.008 0.014 -0.422
C -2.97226 -0.36384 0.37940 0.058 -0.261 0.265 -0.226
N -2.44047 -1.32427 -0.60069 -0.129 0.208 -0.500 -0.628
C -1.11752 -1.36083 -0.97338 0.096 0.541 0.288 0.715
O -0.78545 -1.18872 -2.13813 -0.038 -0.462 -0.071 -0.649
C -0.05711 -1.57559 0.10568 -0.050 -0.043 -0.024 -0.178
C 1.01736 -2.54523 -0.39950 0.005 0.009 0.018 -0.422
C 0.36024 -3.90349 -0.13365 0.001 -0.014 -0.007 -0.425
C -0.61797 -3.63801 1.04069 0.003 0.006 0.007 -0.231
N -0.59755 -2.18813 1.31669 0.024 0.007 -0.006 -0.433
C 0.20274 -1.86103 2.49460 -0.001 0.009 0.005 -0.257
C 0.11268 -0.41434 2.85355 0.002 0.000 0.007 0.269
N -1.02660 0.22086 3.19565 0.010 0.003 0.016 -0.293
N -0.68728 1.45070 3.47379 0.003 -0.009 -0.010 -0.037
N 0.60721 1.52704 3.30186 -0.010 -0.006 0.001 0.027
C 1.35231 2.75536 3.48898 0.016 0.009 0.007 -0.417
N 1.15888 0.39654 2.90891 0.009 0.000 0.004 -0.265
C 1.39032 0.87337 -2.41203 0.004 -0.009 -0.054 -0.128
H 2.24053 0.49433 -5.11088 0.004 -0.001 0.000 0.221
H 3.32276 -0.82490 -4.66276 -0.001 -0.002 0.000 0.217
H 1.57251 -1.01168 -4.48949 0.003 -0.002 0.009 0.231
H 4.48016 -0.43044 -2.61278 0.003 0.007 -0.002 0.187
H 2.76036 1.46254 0.60542 0.007 -0.009 0.006 0.211
H -1.00944 0.99286 -1.54435 0.033 -0.019 0.009 0.417
H -1.79710 2.07699 1.03353 -0.001 0.011 -0.002 0.225
H -3.32891 3.80572 0.15940 -0.001 0.002 0.000 0.211
H -1.66510 4.13805 -0.33994 0.001 0.003 0.004 0.229
H -2.81724 3.44850 -1.49818 0.002 0.003 0.001 0.200
H -4.08574 1.46510 0.32388 0.002 -0.002 0.007 0.224
H -3.49890 0.97457 -1.24631 -0.004 0.004 0.001 0.195
H -2.30945 -0.33321 1.24114 -0.001 0.000 -0.005 0.249
H -3.91837 -0.77399 0.73429 0.005 0.001 0.010 0.204
H -2.98980 -1.29252 -1.45388 0.002 0.004 -0.004 0.378
H 0.35425 -0.59088 0.33323 0.006 0.012 0.007 0.249
H 1.27004 -2.37624 -1.44355 -0.004 0.006 0.001 0.241
H 1.92218 -2.41558 0.19630 0.008 0.002 -0.009 0.210
H -0.19326 -4.22700 -1.01660 0.000 -0.009 0.004 0.209
H 1.08540 -4.68230 0.09804 0.005 0.007 0.007 0.216
H -1.63179 -3.93841 0.77380 -0.003 0.008 -0.005 0.206
H -0.33954 -4.18402 1.94222 -0.008 -0.005 -0.001 0.198
H -0.18689 -2.44478 3.32955 -0.005 0.002 -0.002 0.225
H 1.26802 -2.10925 2.38512 0.003 -0.001 -0.001 0.192
H 1.77000 3.05853 2.53352 -0.005 0.002 0.007 0.251
H 0.64911 3.50360 3.83964 -0.005 0.002 0.003 0.233
H 2.13403 2.59038 4.22637 -0.002 -0.008 -0.001 0.215
H 0.48968 1.00388 -3.00025 -0.022 0.019 0.039 0.217
```
Forces are in eV/Å.